Record 1
{
  "formula": "C8H14O",
  "method": "ωB97M-V/def2-TZVPD",
  "elements": ["C", "C", "C", "C", "C", "C", "C", "C", "O", "H", "H", "H", "H", "H", "H", "H", "H", "H", "H", "H", "H", "H", "H"],
  "positions_angstrom": [[1.129, -0.298, -0.183], [0.328, 0.740, -0.282], [0.490, -1.590, 0.070], [-1.104, -1.570, -0.259], [-1.556, -0.174, -0.237], [2.650, -0.302, -0.268], [0.480, 2.169, -0.590], [-2.134, 0.225, 1.097], [-2.275, 0.297, -1.346], [0.973, -2.401, -0.659], [0.530, -1.832, 1.175], [-1.211, -1.861, -1.225], [-1.659, -2.190, 0.446], [2.911, -1.282, 0.078], [3.147, 0.401, 0.404], [2.971, -0.067, -1.313], [-0.492, 2.586, -0.225], [0.588, 2.217, -1.738], [1.384, 2.720, -0.122], [-2.959, -0.344, 1.422], [-2.688, 1.236, 0.929], [-1.356, 0.550, 1.745], [-2.813, 1.120, -1.081]],
  "nbo_charge": [-0.174, 0.173, -0.404, -0.471, 0.352, -0.635, -0.734, -0.692, -0.679, 0.207, 0.211, 0.217, 0.201, 0.217, 0.216, 0.221, 0.217, 0.226, 0.221, 0.222, 0.178, 0.227, 0.481],
  "relative_energy_ev": 1.418,
  "spin_multiplicity": 3,
  "lumo_energy_ev": [0.85, -1.04],
  "max_force_ev_per_a": 6.55,
  "s2": 2.0143,
  "homo_ev": [-4.2, -8.5],
  "total_energy_ha": -388.1892
}

---

Record 2
{
  "formula": "C25H42FO11P3",
  "method": "ωB97M-V/def2-TZVPD",
  "elements": ["O", "P", "C", "C", "C", "O", "C", "C", "C", "C", "C", "F", "C", "C", "C", "C", "C", "O", "H", "H", "H", "H", "H", "H", "H", "H", "H", "H", "H", "H", "O", "P", "O", "C", "C", "O", "C", "C", "O", "C", "C", "H", "H", "H", "H", "H", "H", "H", "H", "H", "H", "H", "H", "H", "H", "H", "O", "P", "O", "C", "C", "O", "C", "C", "O", "C", "C", "H", "H", "H", "H", "H", "H", "H", "H", "H", "H", "H", "H", "H", "H", "H"],
  "positions_angstrom": [[3.965, 1.333, -5.269], [2.890, 0.639, -6.041], [2.401, -0.807, -5.019], [3.112, -1.919, -5.209], [2.789, -3.117, -4.349], [2.879, -4.243, -4.764], [2.367, -2.774, -2.932], [2.743, -3.581, -1.840], [3.581, -4.853, -2.026], [5.018, -4.455, -2.517], [5.538, -3.145, -1.915], [5.415, -3.127, -0.531], [2.338, -3.176, -0.567], [1.581, -2.028, -0.364], [1.193, -1.203, -1.431], [1.599, -1.592, -2.716], [1.283, -0.775, -3.972], [0.254, -0.186, -4.161], [3.450, 0.138, -7.240], [1.850, 1.571, -6.242], [3.918, -1.932, -5.944], [3.652, -5.413, -1.089], [3.084, -5.469, -2.779], [5.688, -5.245, -2.148], [5.055, -4.390, -3.609], [5.115, -2.248, -2.383], [6.621, -3.114, -2.117], [2.618, -3.740, 0.322], [1.295, -1.730, 0.643], [0.600, -0.308, -1.267], [1.598, 6.260, 0.801], [1.658, 4.770, 0.918], [0.447, 4.256, -0.053], [0.580, 4.363, -1.467], [1.615, 3.378, -1.973], [0.977, 4.594, 2.404], [0.923, 5.669, 3.341], [-0.434, 6.343, 3.301], [2.344, 3.270, 0.993], [1.830, 2.211, 1.809], [0.408, 1.803, 1.466], [0.851, 5.381, -1.762], [-0.405, 4.152, -1.885], [2.609, 3.660, -1.620], [1.635, 3.356, -3.063], [1.416, 2.371, -1.605], [1.728, 6.382, 3.167], [1.088, 5.239, 4.331], [-0.714, 6.619, 2.284], [-0.439, 7.242, 3.919], [-1.205, 5.664, 3.668], [1.926, 2.458, 2.865], [2.493, 1.359, 1.640], [-0.298, 2.593, 1.716], [0.123, 0.909, 2.027], [0.293, 1.588, 0.404], [-2.310, -1.434, 1.745], [-3.735, -0.952, 1.719], [-3.967, -0.936, 3.360], [-3.332, 0.086, 4.129], [-3.991, 1.441, 3.943], [-4.472, -2.359, 1.301], [-3.789, -3.377, 0.568], [-3.275, -4.454, 1.503], [-5.125, -0.092, 1.505], [-6.450, -0.639, 1.566], [-6.837, -1.248, 2.895], [-2.269, 0.133, 3.875], [-3.409, -0.221, 5.173], [-3.849, 1.811, 2.924], [-3.565, 2.172, 4.632], [-5.066, 1.376, 4.115], [-2.986, -2.955, -0.035], [-4.513, -3.811, -0.126], [-2.698, -4.029, 2.324], [-2.645, -5.165, 0.966], [-4.110, -4.996, 1.950], [-6.604, -1.342, 0.748], [-7.114, 0.205, 1.368], [-6.278, -2.158, 3.105], [-7.898, -1.503, 2.884], [-6.653, -0.553, 3.714]],
  "lowdin_charge": [-0.461, 0.727, -0.224, 0.011, -0.319, 0.117, -0.045, -0.160, -0.113, -0.148, -0.207, -0.043, -0.021, -0.041, 0.007, -0.069, -0.318, 0.118, 0.022, 0.023, 0.121, 0.114, 0.108, 0.114, 0.106, 0.118, 0.118, 0.123, 0.109, 0.107, -0.217, 0.615, -0.225, -0.274, -0.074, -0.245, -0.282, -0.073, -0.227, -0.255, -0.073, 0.113, 0.119, 0.075, 0.078, 0.063, 0.105, 0.116, 0.076, 0.077, 0.073, 0.113, 0.119, 0.067, 0.077, 0.060, -0.224, 0.647, -0.237, -0.285, -0.080, -0.238, -0.280, -0.073, -0.237, -0.262, -0.075, 0.102, 0.118, 0.069, 0.077, 0.072, 0.104, 0.117, 0.074, 0.077, 0.076, 0.113, 0.120, 0.070, 0.083, 0.072],
  "smiles": "O=[PH2]C1=CC(=O)c2c(CCCF)cccc2C1=O.CCOP(=O)(OCC)OCC.CCOP(=O)(OCC)OCC",
  "lumo_energy_ev": -1.24,
  "max_force_ev_per_a": 7.99,
  "homo_ev": -9.7,
  "total_energy_ha": -2929.3699
}

---

Record 3
{
  "formula": "C3H5N3O2S",
  "method": "ωB97M-V/def2-TZVPD",
  "elements": ["C", "C", "C", "N", "N", "N", "O", "O", "S", "H", "H", "H", "H", "H"],
  "positions_angstrom": [[-0.187, -1.662, 0.074], [1.115, -1.668, 0.225], [0.029, 0.793, 0.663], [-0.817, -0.336, 0.463], [-0.101, 1.762, -0.268], [-2.152, -0.159, 0.272], [-2.764, -1.142, -0.173], [-2.608, 0.881, 0.609], [1.816, -0.093, 0.601], [-0.917, -2.536, 0.118], [1.869, -2.451, -0.053], [-0.041, 1.164, 1.706], [-0.706, 1.448, -1.102], [0.511, 2.538, -0.402]],
  "nbo_charge": [-0.085, -0.376, 0.105, -0.301, -0.850, 0.644, -0.436, -0.373, 0.137, 0.268, 0.260, 0.203, 0.393, 0.409],
  "smiles": "N[C@@H]1SC=CN1[N+](=O)[O-]",
  "relative_energy_ev": 3.618,
  "lumo_energy_ev": 0.42,
  "max_force_ev_per_a": 4.61,
  "homo_ev": -8.5,
  "total_energy_ha": -830.0793
}

---

Record 4
{
  "formula": "C5H7NO3S",
  "method": "ωB97M-V/def2-TZVPD",
  "elements": ["C", "C", "C", "C", "C", "N", "O", "O", "O", "S", "H", "H", "H", "H", "H", "H", "H"],
  "positions_angstrom": [[-0.315, 2.558, 0.827], [1.037, 2.700, 0.838], [0.523, 0.848, -0.018], [-1.582, -1.617, -0.083], [0.909, -0.794, -1.186], [-0.627, 1.349, 0.251], [0.329, -3.330, -0.769], [0.731, -1.907, 1.195], [1.573, 1.590, 0.276], [0.173, -2.056, -0.119], [-1.084, 3.217, 1.171], [1.699, 3.483, 1.150], [-2.050, -1.999, -0.980], [-2.007, -2.082, 0.798], [-1.655, -0.537, -0.014], [1.981, -0.810, -1.242], [0.365, -0.613, -2.093]],
  "nbo_charge": [-0.107, 0.038, 0.551, -0.883, -0.614, -0.539, -0.942, -0.939, -0.420, 2.150, 0.221, 0.216, 0.240, 0.258, 0.278, 0.254, 0.237],
  "relative_energy_ev": 2.314,
  "lumo_energy_ev": 0.58,
  "max_force_ev_per_a": 5.26,
  "homo_ev": -9.8,
  "total_energy_ha": -873.2799
}

---

Record 5
{
  "formula": "H5N2P",
  "method": "ωB97M-V/def2-TZVPD",
  "elements": ["N", "N", "P", "H", "H", "H", "H", "H"],
  "positions_angstrom": [[0.087, 0.814, 0.967], [0.024, -0.115, -1.331], [-0.941, -0.109, 0.056], [-0.149, 0.698, 1.971], [0.875, 1.321, 0.678], [-0.154, -0.461, -2.281], [0.913, 0.067, -1.020], [-0.655, -2.215, 0.960]],
  "nbo_charge": [-1.214, -1.180, 1.152, 0.417, 0.402, 0.424, 0.375, -0.376],
  "relative_energy_ev": 2.193,
  "lumo_energy_ev": 0.74,
  "max_force_ev_per_a": 2.86,
  "homo_ev": -7.3,
  "total_energy_ha": -453.7676
}

---

Record 6
{
  "formula": "C10H15N2O2P",
  "method": "ωB97M-V/def2-TZVPD",
  "elements": ["C", "C", "C", "C", "C", "C", "C", "C", "C", "C", "N", "N", "O", "O", "P", "H", "H", "H", "H", "H", "H", "H", "H", "H", "H", "H", "H", "H", "H", "H"],
  "positions_angstrom": [[2.618, -2.027, 0.154], [1.363, -2.585, 0.119], [2.853, -0.645, 0.161], [0.267, -1.728, -0.072], [1.755, 0.181, 0.147], [0.462, -0.329, -0.119], [1.865, 1.631, 0.153], [2.782, 2.309, 1.199], [-2.771, -0.611, 1.154], [-3.138, -0.730, -1.207], [-1.262, 1.723, -1.691], [-2.388, -0.091, -0.160], [1.103, 2.197, -0.654], [-1.083, 1.818, 0.951], [-1.042, 0.945, -0.234], [3.580, -2.630, 0.007], [1.317, -3.750, -0.064], [3.878, -0.228, 0.153], [-0.700, -2.051, -0.349], [2.738, 3.398, 0.960], [3.808, 1.887, 1.217], [2.209, 2.013, 2.103], [-1.977, -0.230, 1.861], [-3.737, -0.212, 1.438], [-2.731, -1.702, 1.129], [-2.895, -1.721, -1.292], [-4.136, -0.683, -0.902], [-3.043, -0.200, -2.180], [-0.679, 1.405, -2.518], [-1.018, 2.645, -1.464]],
  "nbo_charge": [-0.208, -0.207, -0.184, -0.209, -0.173, -0.288, 0.621, -0.713, -0.410, -0.389, -1.176, -0.805, -0.583, -1.111, 2.228, 0.218, 0.230, 0.219, 0.221, 0.246, 0.233, 0.256, 0.231, 0.196, 0.174, 0.165, 0.188, 0.214, 0.407, 0.410],
  "smiles": "CC(=O)c1ccccc1[P@](N)(=O)N(C)C",
  "relative_energy_ev": 0.064,
  "lumo_energy_ev": 0.15,
  "max_force_ev_per_a": 3.27,
  "homo_ev": -8.6,
  "total_energy_ha": -991.4041
}

---

Record 7
{
  "formula": "C2H9N2S",
  "method": "ωB97M-V/def2-TZVPD",
  "elements": ["C", "C", "N", "N", "S", "H", "H", "H", "H", "H", "H", "H", "H", "H"],
  "positions_angstrom": [[0.889, 2.137, 0.035], [-0.870, -1.513, -0.042], [1.008, 0.684, -0.056], [-2.034, -1.085, 0.257], [-0.391, -3.142, -0.249], [1.892, 2.461, 0.231], [0.603, 2.704, -0.940], [0.071, 2.335, 0.843], [1.654, 0.317, -0.731], [-0.058, -0.529, -0.207], [-2.679, -1.815, 0.558], [1.473, 0.420, 0.833], [-2.283, -0.134, 0.475], [0.724, -2.840, -1.007]],
  "nbo_charge": [-0.421, -0.026, -0.832, -0.659, 0.189, 0.208, 0.223, 0.210, 0.381, 0.316, 0.411, 0.378, 0.439, 0.183],
  "charge": 1,
  "relative_energy_ev": 1.989,
  "lumo_energy_ev": -4.03,
  "max_force_ev_per_a": 4.33,
  "homo_ev": -13.8,
  "total_energy_ha": -588.9968
}

---

Please write out number 4 again, unchanged.
{
  "formula": "C5H7NO3S",
  "method": "ωB97M-V/def2-TZVPD",
  "elements": ["C", "C", "C", "C", "C", "N", "O", "O", "O", "S", "H", "H", "H", "H", "H", "H", "H"],
  "positions_angstrom": [[-0.315, 2.558, 0.827], [1.037, 2.700, 0.838], [0.523, 0.848, -0.018], [-1.582, -1.617, -0.083], [0.909, -0.794, -1.186], [-0.627, 1.349, 0.251], [0.329, -3.330, -0.769], [0.731, -1.907, 1.195], [1.573, 1.590, 0.276], [0.173, -2.056, -0.119], [-1.084, 3.217, 1.171], [1.699, 3.483, 1.150], [-2.050, -1.999, -0.980], [-2.007, -2.082, 0.798], [-1.655, -0.537, -0.014], [1.981, -0.810, -1.242], [0.365, -0.613, -2.093]],
  "nbo_charge": [-0.107, 0.038, 0.551, -0.883, -0.614, -0.539, -0.942, -0.939, -0.420, 2.150, 0.221, 0.216, 0.240, 0.258, 0.278, 0.254, 0.237],
  "relative_energy_ev": 2.314,
  "lumo_energy_ev": 0.58,
  "max_force_ev_per_a": 5.26,
  "homo_ev": -9.8,
  "total_energy_ha": -873.2799
}